Molecular formula: C76H87KN7P2Te
Method: DFT, ωB97M-V/def2-TZVPD

Positions of all 174 atoms, in Å:
Te 3.50853 4.11664 -2.12035
K 0.15911 -0.30054 -0.03937
P 2.53715 0.94182 -1.83186
P 0.73786 3.20501 -1.09685
N 0.47090 -3.32427 0.42544
N -5.28292 1.93352 -2.23972
N 2.39734 6.65435 -6.19627
N -5.69365 0.91815 -1.48161
N -1.54240 -1.93160 2.14244
N -4.85434 0.19259 -0.90152
N -3.41225 0.51992 -1.09737
C -2.24896 -2.39515 1.19008
C 6.02890 1.42660 0.17860
C 1.90094 3.04957 3.05548
C -6.28702 2.74890 -2.89369
C 7.02174 1.16012 -0.75784
C 2.31855 -1.64214 -5.68184
C 3.07623 2.31414 3.15523
C -1.95915 -3.08707 4.22382
C -0.78413 -6.45821 -1.71481
C -6.65640 4.01419 -2.11466
C -0.47607 -5.13449 4.48100
C -2.71812 -5.28528 3.34847
C -0.16923 -3.14560 -1.90918
C -5.46415 4.95847 -1.98739
C -3.28347 2.02970 -0.97229
C 0.15248 4.72549 -1.98489
C -1.87861 0.63501 -3.12656
C 2.60338 -2.21249 -4.44622
C 1.87036 4.36346 2.32322
C 0.84764 1.40361 4.48321
C -1.12122 -2.94294 -2.87484
C 2.85482 4.56953 -5.09061
C 2.62292 7.26234 -5.03350
C 2.79693 -4.06136 0.31471
C -4.03231 0.37720 2.36250
C -3.27503 0.69314 -2.60139
C -0.83450 1.32829 -2.67800
C -0.06847 4.71311 -3.36251
C -3.85124 2.10690 -2.40066
C 2.49134 -0.03095 -3.40129
C 2.10825 -0.27288 -5.77397
C 1.02319 -5.64999 -0.14166
C -2.78725 -1.87134 6.14534
C 1.41493 -4.31864 0.16527
C -0.81404 2.23967 -1.51912
C -0.56907 5.83068 -4.01166
C -0.84875 6.98749 -3.29075
C 6.66826 0.79562 -2.04861
C 2.51815 5.32389 -6.20307
C -1.77818 -2.60293 -0.17905
C -2.34018 -3.04221 5.56255
C -2.82072 1.81433 3.97565
C 3.46239 -1.13380 5.69403
C -2.88812 -0.72102 5.37509
C -1.49761 -4.39869 3.61333
C 3.72288 -5.09400 0.21563
C 0.77639 2.55478 3.71354
C -2.05297 -1.91445 3.46084
C 3.29519 -2.66027 0.59061
C -2.44765 -2.64044 -2.52926
C -0.44696 -3.04892 -0.50350
C 1.02581 -1.53816 5.21406
C 4.69684 1.32228 -0.18420
C 4.58937 -2.34381 -0.16505
C -7.23190 3.68012 -0.74250
C -1.87859 2.49852 -0.75389
C -0.43187 -6.06869 -0.27649
C 3.48573 -2.42531 2.08787
C 1.98797 -6.64175 -0.27623
C -2.53603 -0.72029 4.03082
C 4.33120 0.96815 -1.48456
C -0.12633 5.88690 -1.27518
C -2.74085 -2.48390 -1.19112
C 2.19395 0.52690 -4.63888
C 2.68053 -1.41100 -3.31733
C -0.62291 7.01484 -1.92195
C 2.08398 -0.49454 5.57354
C 2.03952 0.69454 4.62810
C 2.95428 6.59687 -3.86074
C -0.77216 -7.22689 0.66693
C 2.05076 2.62011 -2.23181
C -2.74466 0.51403 3.17816
C 3.14653 1.15713 3.92421
C 3.07170 5.21376 -3.87787
C 5.32920 0.70237 -2.41260
C 3.33640 -6.38808 -0.08810
H -7.43496 4.51206 -2.70460
H 4.06858 -7.18129 -0.17817
H -0.71929 5.80968 -5.08508
H -5.89445 3.02601 -3.87616
H 3.78331 -1.56836 4.74465
H -1.00723 -4.17851 2.66242
H 4.09005 0.62919 3.98703
H 2.51424 8.34320 -5.02903
H 4.22103 -0.41575 6.01331
H 0.01577 -1.13771 5.30002
H -7.16514 2.12214 -3.05005
H -3.62077 2.93158 -3.07156
H 0.09691 1.23618 -3.22330
H 2.24919 -2.26581 -6.56493
H 3.92002 1.51182 0.55119
H 0.18657 3.82068 -3.92458
H -5.05546 5.23587 -2.96186
H -4.66065 4.49575 -1.40706
H 2.87727 -1.86425 -2.35091
H -2.27267 -3.94350 6.16144
H -2.78485 2.66626 3.29245
H -0.03455 1.05285 5.00805
H 2.74950 -3.28286 -4.35834
H 1.81946 -0.10146 6.56277
H 2.93518 3.49229 -5.16522
H 2.33852 4.83339 -7.15557
H 3.96546 2.66682 2.64116
H -1.05985 -5.22688 0.00992
H -0.90757 -5.46787 5.42917
H 5.06623 0.42126 -3.42512
H 6.29419 1.70138 1.19289
H 1.87260 0.17569 -6.73223
H 0.06011 5.91231 -0.20658
H 2.32454 5.15009 2.93267
H -3.94246 2.43203 -0.20470
H 0.84271 -3.41523 -2.19034
H -0.16112 3.09603 3.64443
H -3.76612 1.88201 4.52153
H 4.77564 -4.87205 0.35283
H -0.83655 -3.02639 -3.91952
H -3.06589 -1.85247 7.19206
H 4.27676 -3.07462 2.47718
H 1.14794 -1.89642 4.18908
H 8.06600 1.23136 -0.47907
H -0.29270 -8.15517 0.34594
H -3.26381 -5.46839 4.27898
H 5.44404 -2.83439 0.30922
H -1.74325 3.17536 0.08796
H 0.84750 4.66027 2.09138
H -7.58703 4.58558 -0.24634
H 2.41080 4.31299 1.37806
H 4.54829 -2.69175 -1.19866
H -5.74724 5.87591 -1.46857
H -2.01179 1.92220 4.69822
H -3.30347 -2.66364 1.34766
H 2.50337 -1.98031 0.26736
H 4.79628 -1.27405 -0.16954
H 3.07656 7.15610 -2.94066
H -1.85065 -6.68251 -1.80661
H 2.56621 -2.64974 2.63053
H 2.00717 1.59488 -4.68664
H 3.43188 -1.94014 6.42940
H -2.42272 -6.24946 2.93303
H 7.43785 0.58667 -2.78203
H 1.09557 -2.39414 5.88910
H -4.87270 0.16903 3.03094
H 0.38284 -4.50029 4.70097
H -3.25628 0.19047 5.82997
H -1.89967 0.57651 2.48340
H -3.98154 -0.41517 1.62126
H -8.06352 2.97608 -0.81053
H -0.82643 7.91623 -1.35576
H -4.25167 1.30612 1.83166
H -0.11046 -6.02038 3.95713
H -1.22699 7.86662 -3.79869
H -6.47165 3.22527 -0.10236
H -3.91563 -0.00064 -3.14056
H -0.44137 -7.01799 1.68588
H -3.75293 -2.22780 -0.89205
H -0.54572 -5.65737 -2.41479
H -3.40867 -4.80790 2.64927
H 3.76432 -1.38625 2.29263
H -3.21366 -2.52709 -3.28617
H -0.22551 -7.35071 -2.01280
H -1.73191 -0.00269 -3.99126
H -1.85086 -7.40379 0.68208
H 1.66892 -7.65164 -0.51387

As for the total energy: -132850.1157 eV. The net charge is -1. As for the HOMO energy: -4.24 eV. As for the gap between HOMO and LUMO: 6.11 eV.